Molecular formula: C5H8O3
Method: DFT, ωB97M-V/def2-TZVPD

Properties
Largest force on an atom   5.93 eV Å⁻¹
LUMO   0.73 eV
SMILES   COC1=COC[C@@H]1O
M   116.12 g/mol
HOMO energy   -8.89 eV

```
! RIJCOSX wB97M-V def2-TZVPD def2/J DEFGRID3
* xyz 0 1
C 2.379 -0.070 -0.261
C 0.160 -0.573 -0.017
C -0.684 -1.471 -0.385
C -2.069 0.151 0.404
C -0.556 0.679 0.422
H 2.317 0.871 0.224
H 1.961 -0.034 -1.366
H 3.339 -0.787 -0.318
H -0.396 -2.604 -0.572
H -2.792 0.882 0.044
H -2.498 -0.319 1.322
H 0.159 0.878 1.357
H -0.442 2.575 -0.273
O 1.507 -0.754 0.497
O -1.990 -1.104 -0.455
O -0.393 1.678 -0.623
*
```

***

Molecular formula: C2H9N2PS
Method: DFT, ωB97M-V/def2-TZVPD

Properties
Largest force on an atom   5.22 eV Å⁻¹
LUMO   0.66 eV
SMILES   CP(C)(=S)NN
M   124.15 g/mol
HOMO energy   -7.70 eV

```
! RIJCOSX wB97M-V def2-TZVPD def2/J DEFGRID3
* xyz 0 1
C 0.208 -0.263 1.676
C 0.177 -1.808 -0.868
N -0.806 2.070 -0.110
N -0.653 0.778 -0.689
P 0.550 -0.189 -0.103
S 2.667 0.643 -0.563
H 0.981 -0.562 2.401
H -0.026 0.785 1.795
H -0.791 -0.838 1.798
H 1.045 -2.438 -1.188
H -0.386 -2.358 -0.061
H -0.428 -1.592 -1.775
H -0.044 2.658 -0.473
H -1.724 2.376 -0.173
H -0.769 0.738 -1.666
*
```

***

Molecular formula: C5H9BrOS
Method: DFT, ωB97M-V/def2-TZVPD

Properties
Largest force on an atom   3.03 eV Å⁻¹
LUMO   0.60 eV
M   197.10 g/mol
HOMO energy   -9.04 eV

```
! RIJCOSX wB97M-V def2-TZVPD def2/J DEFGRID3
* xyz 0 1
C -0.044 0.471 -1.257
C -1.243 0.350 -0.264
C 1.159 1.075 -0.577
C -1.482 -1.065 0.173
C 1.303 0.686 1.659
O 1.598 0.211 0.465
S 1.801 -0.461 2.970
Br -1.910 -2.342 -1.268
H 0.144 -0.493 -1.585
H -0.044 1.044 -2.142
H -1.151 1.063 0.638
H -2.122 0.675 -0.744
H 1.958 1.054 -1.328
H 0.902 2.103 -0.230
H -2.264 -1.285 0.833
H -0.526 -1.549 0.498
H 1.922 -1.535 2.159
*
```

***

Molecular formula: C3H9BCl2LuO3PS
Method: DFT, ωB97M-V/def2-TZVPD

Properties
Largest force on an atom   3.82 eV Å⁻¹
LUMO   -10.81 eV
M   412.83 g/mol
HOMO energy   -17.17 eV

```
! RIJCOSX wB97M-V def2-TZVPD def2/J DEFGRID3
* xyz 2 1
C 0.994 2.541 1.996
C 0.773 1.247 1.200
Cl 2.121 0.841 0.132
C -0.345 0.480 1.279
Cl -1.614 0.982 2.377
P -0.651 -1.141 0.221
S -2.431 -0.007 -0.433
O -1.098 -2.331 -0.898
B -0.203 -2.322 -1.990
O -0.500 -1.670 -3.193
O 0.960 -3.037 -1.850
H 0.336 2.609 2.860
H 0.725 3.379 1.303
H 2.049 2.683 2.242
H -1.434 -1.762 1.242
H 0.527 -1.803 0.666
H 0.065 -0.400 -0.904
H -1.764 1.147 -0.147
H -0.129 -0.788 -3.123
H 1.694 -2.472 -2.112
Lu -0.076 1.824 -0.865
*
```

***

Molecular formula: C4H3NOS
Method: DFT, ωB97M-V/def2-TZVPD

Properties
Largest force on an atom   7.74 eV Å⁻¹
LUMO   -1.46 eV
SMILES   C#CC(=S)/C=N\O
M   113.14 g/mol
HOMO energy   -8.88 eV

```
! RIJCOSX wB97M-V def2-TZVPD def2/J DEFGRID3
* xyz 0 1
C 0.356 0.986 0.927
C -0.268 -0.354 0.573
C 0.345 -1.381 -0.268
C 0.788 -2.118 -1.081
H -1.069 2.400 -1.409
H 1.184 0.903 1.729
H 1.144 -3.344 -1.341
N 0.081 1.930 0.077
O -0.930 1.529 -0.857
S -1.629 -0.551 1.650
*
```